{"formula": "C44H67F3N11O5S2", "method": "wB97M-V/def2-TZVPD", "elements": ["S", "S", "F", "F", "F", "O", "O", "O", "O", "O", "N", "N", "N", "N", "N", "N", "N", "N", "N", "N", "N", "C", "C", "C", "C", "C", "C", "C", "C", "C", "C", "C", "C", "C", "C", "C", "C", "C", "C", "C", "C", "C", "C", "C", "C", "C", "C", "C", "C", "C", "C", "C", "C", "C", "C", "C", "C", "C", "C", "C", "C", "C", "C", "C", "C", "H", "H", "H", "H", "H", "H", "H", "H", "H", "H", "H", "H", "H", "H", "H", "H", "H", "H", "H", "H", "H", "H", "H", "H", "H", "H", "H", "H", "H", "H", "H", "H", "H", "H", "H", "H", "H", "H", "H", "H", "H", "H", "H", "H", "H", "H", "H", "H", "H", "H", "H", "H", "H", "H", "H", "H", "H", "H", "H", "H", "H", "H", "H", "H", "H", "H", "H"], "xyz": [[-2.89797, 3.30016, -0.52534], [-1.51788, -1.23283, 4.51126], [0.67287, 1.34577, -2.66701], [0.81608, 0.03972, -4.33228], [-0.86587, 1.31272, -4.17335], [2.68654, -2.17839, 0.06932], [1.20826, -3.85384, -0.48984], [-2.20567, -2.41482, 4.87312], [3.65151, 0.05199, 2.67372], [-1.80549, -0.19705, 5.46396], [-1.27873, -2.50362, 1.90936], [-2.00430, -0.62104, 2.99655], [-3.66285, 5.93422, 2.87191], [7.77715, -1.03989, -6.19764], [-4.60757, -4.21355, -3.85126], [-3.88475, 11.41395, 1.55287], [5.70484, -3.20054, -2.49158], [-2.27697, -0.59612, 0.77059], [-3.64413, -3.33070, 2.23932], [0.36539, 2.30613, 5.82292], [-1.24614, -7.85967, -2.21816], [1.37966, 3.98990, 4.79644], [3.41333, -1.94639, 1.25981], [7.50689, 0.23325, -6.61781], [-3.83365, 1.36360, 1.29912], [-5.70286, -3.55634, -4.34589], [-3.62705, 5.79169, 4.23385], [-2.26023, -3.64498, 2.13975], [0.63717, 2.85856, 4.59676], [-0.44186, -2.68557, 0.69826], [-2.83012, 6.95672, 2.49554], [0.94152, 3.07101, 6.80051], [0.71251, -7.22385, -3.02865], [-5.26104, -2.45573, -5.03062], [-3.68596, -0.11696, 0.88486], [-0.03502, 0.56784, -3.47284], [-1.91270, -1.16686, -0.55421], [5.12783, -3.95214, -3.48274], [-3.85925, 12.67712, 2.07972], [-3.74609, 11.17509, 3.74858], [7.29603, -3.61823, -3.96974], [-0.97165, -6.63966, -1.65965], [-1.85947, -1.25688, 1.84188], [-0.75440, -0.52091, -2.70424], [-2.76867, 6.73412, 4.73067], [-2.26371, 7.47526, 3.62843], [-1.34184, -2.57225, -0.51143], [9.45838, -0.43809, -7.50604], [-3.77106, 12.56245, 3.44071], [-3.47085, -3.53975, -4.20793], [-3.84273, -2.44518, -4.94452], [0.24066, -6.21631, -2.14545], [2.53642, -3.55990, -0.23869], [3.67572, -0.43495, 1.35330], [-2.63167, 2.26415, 0.95915], [6.09108, -4.22895, -4.41359], [7.02462, -2.98908, -2.78456], [-0.87161, -0.23128, -1.21499], [8.53357, 0.63678, -7.42958], [-3.81997, 10.49295, 2.56429], [-0.22376, -8.22245, -3.04893], [0.26466, -1.42177, 4.52579], [1.57318, 4.12427, 6.19599], [8.96227, -1.45751, -6.73769], [0.43417, -3.92490, 0.70323], [3.41498, -0.64179, 3.29856], [5.23278, -2.85586, -1.67638], [-3.83179, 9.43829, 2.35544], [-0.16957, -1.42568, -2.84576], [-3.03540, 4.52803, 0.00741], [-4.04688, -2.95584, 1.39252], [-4.21338, 5.03570, 4.72830], [2.11606, 4.90523, 6.70099], [-2.07085, -8.40538, -2.04481], [0.23323, -1.83089, 0.66429], [6.61092, 0.74101, -6.30341], [1.09629, -3.92772, 1.56661], [-1.72380, -0.75136, -3.13380], [-4.17041, -0.70655, 1.65535], [-3.72987, 13.38126, 4.13937], [-2.14168, -4.38925, 1.36232], [-2.39986, 0.31557, 3.02255], [-0.74161, -2.79161, -1.38409], [-5.88394, -1.73888, -5.53861], [-2.71537, 7.22571, 1.45850], [-6.69764, -3.92893, -4.17061], [-4.21595, 5.37650, 2.24761], [-2.49878, -3.89967, -3.91057], [0.66529, -1.67521, 3.55208], [5.95025, -4.80407, -5.31344], [10.38096, -0.46012, -8.06169], [-4.26089, -0.29152, -0.01493], [-3.68255, 10.72980, 4.72766], [-3.17319, -1.71818, -5.37503], [-2.52750, 6.87824, 5.77039], [0.08963, -0.24828, -0.71064], [4.62799, -0.24128, 0.86802], [-2.15939, -3.29519, -0.53523], [0.73249, -5.29144, -1.89704], [-1.56440, 8.29367, 3.66507], [-2.74101, -1.17734, -1.25109], [-3.90511, 13.54407, 1.44302], [-0.25054, -9.15719, -3.58220], [-2.52957, 2.97506, 1.77304], [-3.88724, -2.79903, 3.06435], [-1.95506, -4.13242, 3.05481], [-1.66102, -6.18183, -0.96812], [2.98150, -4.18708, 0.53697], [4.37255, -2.46420, 1.29288], [7.19539, -1.58626, -5.58530], [-4.63486, -5.05992, -3.31268], [-0.16844, 1.46455, 5.95858], [1.63521, -7.21661, -3.58440], [1.74606, 4.64747, 4.02600], [3.09791, -3.73946, -1.15192], [-1.67828, 1.75073, 0.89255], [2.89419, 0.06757, 0.78333], [-3.94194, 11.19716, 0.57508], [-3.98863, 1.42067, 2.37961], [-0.15733, -4.83554, 0.63817], [0.85046, 2.80151, 7.83887], [4.08626, -4.22372, -3.43961], [-1.29902, 0.76970, -1.14801], [9.35011, -2.44026, -6.52948], [0.54144, -2.08355, 5.33645], [8.61289, 1.59488, -7.91559], [-4.70882, 1.81576, 0.85443], [8.25242, -3.63832, -4.46585], [0.62891, -0.42750, 4.77304], [7.65387, -2.41322, -2.12750], [0.27734, 2.39950, 3.68958], [2.82736, -2.23011, 2.14868]], "atomic_forces_ev_per_a": [[0.2, -0.3, -0.5], [0.1, 0.6, 3.4], [0.4, 0.8, 0.6], [0.8, -0.6, -0.9], [-0.8, 0.9, -0.3], [0.1, -0.6, 0.3], [0.3, -0.1, 0.6], [-0.2, -1.7, -1.5], [0.2, 0.1, 0.3], [0.4, 1.1, -1.2], [0.7, 0.2, -0.7], [-0.1, 0.0, 0.9], [0.1, -0.1, -0.1], [-0.1, 0.0, 0.0], [0.0, 0.1, 0.1], [0.0, 0.0, 0.1], [0.0, 0.0, -0.1], [-0.9, -1.9, -1.3], [0.3, 0.3, -0.1], [0.1, -0.1, -0.2], [0.0, 0.0, 0.0], [0.0, 0.0, -0.1], [0.0, 1.1, 0.4], [0.0, 0.0, 0.1], [0.9, 0.0, 0.1], [0.0, 0.0, 0.0], [0.0, -0.1, 0.0], [-0.5, -0.5, 0.8], [-0.1, -0.1, 0.0], [-0.4, 0.1, 0.0], [0.0, -0.1, 0.0], [-0.1, -0.1, 0.1], [0.0, 0.0, 0.0], [-0.1, 0.0, 0.1], [-0.6, 1.5, 0.7], [-0.4, -0.9, 0.2], [1.7, 0.3, -1.4], [0.0, 0.0, 0.1], [0.0, 0.0, -0.1], [0.0, 0.0, 0.0], [0.0, 0.0, 0.0], [0.0, 0.0, 0.0], [0.1, -0.1, 0.6], [0.5, -0.9, 0.5], [0.0, 0.0, 0.0], [0.0, -0.1, 0.0], [-0.2, -0.3, 0.2], [0.0, 0.0, 0.0], [0.0, 0.0, 0.0], [0.1, 0.0, 0.1], [0.1, 0.1, 0.1], [-0.1, 0.0, -0.1], [0.7, 0.5, -0.7], [-0.5, -0.6, -0.3], [-0.6, 1.0, 0.3], [0.0, 0.0, 0.0], [0.0, 0.0, 0.1], [-1.3, 0.5, -0.2], [0.0, 0.0, 0.0], [0.0, 0.0, -0.1], [0.0, 0.0, 0.0], [-0.2, 1.0, -0.8], [0.0, 0.0, 0.0], [0.0, 0.0, 0.1], [-0.2, 0.3, -0.5], [0.2, 0.0, -0.1], [0.0, 0.1, 0.0], [0.0, 0.0, 0.1], [0.2, -0.1, -0.1], [0.1, -0.3, 0.3], [-0.2, -0.1, 0.1], [0.0, 0.0, 0.0], [0.0, 0.0, 0.0], [0.0, 0.0, 0.0], [0.3, 0.0, 0.1], [0.0, 0.0, 0.0], [-0.1, -0.2, 0.3], [-0.2, 0.3, -0.2], [-0.1, -0.2, 0.0], [0.0, 0.0, 0.0], [0.3, 0.2, -0.4], [0.1, 0.0, 0.2], [0.0, 0.2, -0.3], [0.0, 0.0, 0.0], [0.0, 0.0, 0.0], [0.0, 0.0, 0.0], [-0.1, 0.1, 0.0], [0.0, 0.0, -0.1], [0.0, -0.5, 0.0], [0.0, 0.0, 0.0], [0.0, 0.0, 0.0], [0.5, -0.2, -0.5], [0.0, 0.0, 0.0], [0.0, 0.0, -0.1], [0.0, 0.0, 0.0], [0.1, 0.0, 0.1], [0.2, 0.4, 0.1], [0.1, -0.3, 0.3], [-0.1, -0.2, -0.1], [0.0, 0.0, 0.0], [-0.6, 0.2, 0.4], [0.0, 0.0, 0.0], [0.0, 0.0, 0.0], [0.2, 0.1, 0.1], [-0.1, -0.1, 0.0], [0.1, 0.1, 0.3], [0.0, 0.0, 0.0], [-0.2, 0.0, 0.3], [-0.1, -0.3, -0.1], [0.0, 0.0, 0.0], [0.0, 0.0, -0.1], [-0.1, 0.2, 0.2], [0.0, 0.0, 0.0], [0.0, 0.0, 0.0], [-0.2, -0.2, -0.3], [0.0, -0.2, -0.2], [0.0, 0.1, -0.1], [0.0, 0.0, 0.0], [-0.1, -0.1, 0.1], [0.0, -0.2, 0.2], [0.0, 0.0, 0.0], [0.0, 0.0, 0.0], [0.3, 0.3, 0.3], [0.0, 0.0, 0.0], [-0.3, -0.4, -0.1], [0.0, 0.0, 0.0], [-0.3, -0.2, -0.1], [0.0, 0.0, 0.0], [0.0, 0.2, 0.0], [0.0, 0.0, 0.0], [0.0, 0.0, 0.0], [-0.1, -0.3, -0.1]], "mulliken_charge": [-0.17, 1.15, -0.28, -0.29, -0.29, -0.25, -0.02, -0.67, -0.53, -0.74, 0.82, 0.28, 0.03, 0.13, 0.02, 0.00, 0.20, 1.36, -0.46, 0.17, 0.03, -0.80, -0.23, -0.51, -1.25, -0.53, -0.53, -0.96, -0.16, -0.35, -0.64, -0.59, -1.35, -0.57, -0.54, 0.78, -0.80, -0.36, -0.46, -0.29, -0.80, -0.89, -1.26, -0.73, -0.51, -0.36, -0.48, -0.59, -0.54, -0.66, -0.38, 0.65, -0.30, -0.26, -0.58, -0.56, -0.41, -0.10, -0.42, -0.37, -0.47, -0.13, -0.43, -0.20, -1.42, 0.33, 0.15, 0.29, 0.23, 0.09, 0.23, 0.42, 0.41, 0.19, 0.41, 0.35, 0.25, 0.30, 0.10, 0.39, 0.56, 0.25, 0.46, 0.42, 0.43, 0.41, 0.19, 0.61, -0.32, 0.39, 0.38, 0.76, 0.42, 0.52, 0.44, -0.09, 0.36, 0.00, 0.66, 0.54, 0.84, 0.38, 0.41, 0.43, 0.40, 0.38, 0.35, 0.65, 0.46, 0.17, 0.21, 0.16, 0.43, 0.43, -0.29, 0.29, 0.16, 0.18, 0.55, 0.40, 0.41, 0.41, 0.25, 0.31, 0.46, 0.39, 0.45, 0.54, 0.24, 0.39, 0.43, -0.03], "spin_multiplicity": 1, "total_energy_ev": -103155.966, "lumo_ev": -4.00, "charge": 1}